Entry w
Below is one molecule with the formula C19H16N2O3, with properties calculated with wB97M-V/def2-TZVPD.

Geometry as XYZ:
```
40
Properties=species:S:1:pos:R:3
C -6.52862 -1.98247 -0.13105
H -6.62655 -1.54248 0.86371
H -7.00724 -1.31926 -0.85473
H -6.98741 -2.96840 -0.15731
O -5.16597 -2.17897 -0.45869
C -4.40037 -1.07652 -0.48834
N -4.94736 0.09831 -0.22201
C -4.17803 1.17401 -0.24012
C -2.81725 1.14455 -0.52011
C -2.25257 -0.09644 -0.84063
C -3.04522 -1.21948 -0.81803
H -2.65780 -2.19565 -1.05696
H -1.21086 -0.16805 -1.11161
N -2.08601 2.33451 -0.52578
C -0.76858 2.55652 -0.23455
O -0.26414 3.63408 -0.47817
C -0.02379 1.45625 0.43730
C 1.26705 1.16989 0.01498
C 2.02207 0.18449 0.64421
C 1.45963 -0.49869 1.72104
C 0.18543 -0.19269 2.16420
C -0.56238 0.78248 1.52991
H -1.55077 1.02899 1.88850
H -0.22706 -0.71452 3.01508
H 2.03872 -1.25275 2.23320
C 3.38743 -0.11516 0.19090
C 4.24861 0.91106 -0.18813
C 5.53686 0.63737 -0.60381
C 5.99032 -0.67559 -0.65806
C 5.13558 -1.70978 -0.28720
C 3.85381 -1.42782 0.13534
H 3.19541 -2.24000 0.40574
H 5.49726 -2.72439 -0.33905
O 7.24880 -0.99206 -1.06304
H 7.73182 -0.18846 -1.29094
H 6.19832 1.44623 -0.88635
H 3.91479 1.93642 -0.13490
H 1.67019 1.71199 -0.82748
H -2.59205 3.16606 -0.80698
H -4.68208 2.10644 -0.02009
```

Its charge is 0. The SMILES is COc1ccc(NC(=O)c2cccc(-c3ccc(O)cc3)c2)cn1. As for the spin multiplicity: 1. As for the frontier orbital gap: 8.86 eV. As for the HOMO energy: -8.3 eV.

=====

Entry x
Below is one molecule with the formula C19H16N2O3, with properties calculated with wB97M-V/def2-TZVPD.

Geometry as XYZ:
```
40
Properties=species:S:1:pos:R:3
O -6.36384 -2.13432 -0.05015
C -5.44587 -1.33828 -0.04251
N -4.17626 -1.77943 0.23866
N -3.09795 -1.00405 0.39116
C -1.97160 -1.54296 0.64749
C -0.77840 -0.75226 0.83490
C -0.83134 0.64465 0.90901
C 0.31575 1.37988 1.07843
C 1.56080 0.74798 1.17651
C 1.62282 -0.64126 1.10983
C 0.46395 -1.37457 0.94633
H 0.52724 -2.45217 0.89415
H 2.56666 -1.15887 1.17398
O 2.62541 1.57360 1.34034
C 3.91982 1.01582 1.42328
C 4.38647 0.34734 0.15174
C 3.89048 0.75265 -1.07963
C 4.32482 0.14181 -2.24248
C 5.26531 -0.87205 -2.18568
C 5.76978 -1.27472 -0.96048
C 5.32977 -0.67081 0.20362
H 5.72044 -0.99016 1.15989
H 6.50436 -2.06483 -0.91044
H 5.60488 -1.34819 -3.09336
H 3.92848 0.46077 -3.19500
H 3.15874 1.54590 -1.12275
H 3.98459 0.31620 2.26826
H 4.56673 1.87327 1.64317
H 0.28575 2.45643 1.14113
H -1.79119 1.13085 0.84186
H -1.86361 -2.63229 0.72890
H -4.09761 -2.79016 0.38922
C -5.59953 0.08832 -0.34445
C -4.70993 1.08041 -0.68560
C -5.48277 2.23289 -0.92678
C -6.78045 1.86159 -0.71877
O -6.85904 0.57806 -0.37598
H -7.69878 2.41218 -0.78296
H -5.12689 3.20051 -1.21559
H -3.64799 0.98026 -0.75928
```

Its charge is 0. The SMILES is O=C(N/N=C/c1ccc(OCc2ccccc2)cc1)c1ccco1. As for the spin multiplicity: 1. As for the frontier orbital gap: 8.44 eV. As for the HOMO energy: -8.1 eV.

=====

Which one is most stable, and which one is least stable? entry w is the most stable of them, while entry x is the least stable.

=====

Entry w
Below is C2H4I2S as an isolated structure, with properties calculated with wB97M-V/def2-TZVPD.

Geometry as XYZ:
```
9
Properties=species:S:1:pos:R:3
C -2.30931 0.48162 0.69660
C 1.60607 -0.36055 -0.56149
S -1.21830 1.39460 -0.18055
I 1.48651 -2.47538 -0.46121
I 3.62176 0.54211 -0.73073
H -3.22624 0.85124 1.29361
H -2.06301 -0.47185 0.99565
H 1.01620 0.05360 0.40642
H 1.08632 -0.01539 -1.45830
```

Its charge is 0. As for the spin multiplicity: 1. As for the frontier orbital gap (spin up / spin down): 8.19 / 8.19 eV. As for the HOMO energy (spin up / spin down): -9.2 / -9.2 eV.

=====

Entry x
Below is C2H4I2S as an isolated structure, with properties calculated with wB97M-V/def2-TZVPD.

Geometry as XYZ:
```
9
Properties=species:S:1:pos:R:3
C 0.39759 -0.32051 1.06578
C -0.58750 0.43467 1.54795
S 0.00641 -0.29617 -2.32404
I -0.81684 2.45535 1.35173
I -2.20713 -0.62889 2.56452
H 0.44826 -1.37352 1.13644
H 0.38472 0.21541 -3.63798
H 1.07161 0.24159 0.41746
H 1.30289 -0.72792 -2.12185
```

Its charge is 0. As for the spin multiplicity: 1. As for the frontier orbital gap: 9.10 eV. As for the HOMO energy: -9.2 eV.

=====

Which one is most stable, and which one is least stable? entry x is the most stable of them, while entry w is the least stable.

=====

Entry w
Below is a 2-piece molecular cluster, C3H10O2 overall, with properties calculated with wB97M-V/def2-TZVPD.

Geometry as XYZ:
```
15
Properties=species:S:1:pos:R:3
C -2.92652 -0.09669 -0.50660
O -1.87487 0.83171 -0.30906
H -2.99158 -0.42065 -1.55170
H -3.90427 0.32240 -0.24223
H -2.70372 -0.94647 0.13516
H -1.98547 1.65859 -0.80242
C 1.40589 -0.00430 0.02425
O 0.44526 -0.28923 1.03654
C 2.77919 -0.41246 0.49920
H 1.38043 1.05915 -0.23093
H 1.18312 -0.58957 -0.86392
H -0.23324 0.40381 0.94022
H 3.10335 0.18661 1.36784
H 3.50139 -0.24701 -0.29802
H 2.82104 -1.45591 0.80168
```

Its charge is 0. The SMILES is CCO.CO. As for the spin multiplicity: 1. As for the frontier orbital gap: 10.42 eV. As for the HOMO energy: -9.7 eV.

=====

Entry x
Below is a 2-piece molecular cluster, C3H10O2 overall, with properties calculated with wB97M-V/def2-TZVPD.

Geometry as XYZ:
```
15
Properties=species:S:1:pos:R:3
C -0.98516 -0.63260 -0.53085
C 0.30811 0.19426 -0.50697
C -0.13821 1.68663 0.00291
O 1.17542 0.31369 -1.67097
H -1.79965 -0.12067 -0.98150
H -1.35789 -0.85530 0.42252
H -0.86259 -1.47673 -1.19897
H 0.93520 0.02026 0.31145
H -1.06150 1.55971 0.56163
H -0.18952 2.22088 -0.97880
H 0.70983 2.15778 0.59361
H 2.08199 0.44256 -1.48743
H 1.05162 -1.54376 1.44187
H -0.37668 -2.00260 1.83654
O 0.50904 -1.96410 2.18496
```

Its charge is 0. The SMILES is CC(C)O.O. As for the spin multiplicity: 1. As for the frontier orbital gap: 10.76 eV. As for the HOMO energy: -10.1 eV.

=====

Which one is most stable, and which one is least stable? entry w is the most stable of them, while entry x is the least stable.

=====

Entry w
Below is a 3-piece molecular cluster, C3H10O2 overall, with properties calculated with wB97M-V/def2-TZVPD.

Geometry as XYZ:
```
15
Properties=species:S:1:pos:R:3
C 0.78480 -1.87567 0.59595
C -0.61393 -2.07103 0.05346
C -1.56374 -2.73622 0.73572
H 1.33244 -1.37410 -0.23525
H 0.91595 -1.33004 1.51333
H 1.12540 -2.89013 0.59920
H -0.86142 -1.48383 -0.83721
H -2.46773 -2.83569 0.15106
H -1.48236 -3.31312 1.62401
H -0.36045 2.99208 1.22065
H -1.18223 1.76107 1.70247
O -0.58920 2.48452 2.01805
H 2.40906 2.71243 -2.73849
H 1.58611 3.61235 -3.53843
O 1.49122 2.79708 -3.03168
```

Its charge is 0. The SMILES is C=CC.O.O. As for the spin multiplicity: 1. As for the frontier orbital gap: 10.23 eV. As for the HOMO energy: -9.6 eV.

=====

Entry x
Below is a 2-piece molecular cluster, C3H10O2 overall, with properties calculated with wB97M-V/def2-TZVPD.

Geometry as XYZ:
```
15
Properties=species:S:1:pos:R:3
C -0.22163 1.08044 -1.66507
C 0.53210 0.65685 -0.39295
C -0.22916 1.11876 0.84893
O 1.80006 1.34985 -0.37925
H 0.01147 2.10814 -1.90217
H -1.29527 1.08349 -1.48435
H 0.08218 0.51302 -2.54298
H 0.72917 -0.41510 -0.36022
H -1.28821 1.34398 0.74042
H 0.26174 2.01978 1.20602
H -0.23716 0.42026 1.68406
H 2.51134 0.72658 -0.58133
H -0.46834 -4.59470 1.27559
H -1.56562 -3.66924 1.86453
O -0.62267 -3.74210 1.68876
```

Its charge is 0. The SMILES is CC(C)O.O. As for the spin multiplicity: 1. As for the frontier orbital gap: 10.91 eV. As for the HOMO energy: -10.1 eV.

=====

Entry y
Below is a 2-piece molecular cluster, C3H10O2 overall, with properties calculated with wB97M-V/def2-TZVPD.

Geometry as XYZ:
```
15
Properties=species:S:1:pos:R:3
O 1.36242 -0.45154 0.92074
C 2.62967 0.12702 0.94188
C -0.48259 -0.99335 -0.53485
C 0.74822 -0.15312 -0.34819
H 3.14661 -0.20101 1.85936
H 2.58593 1.22914 0.93763
H 3.21693 -0.20513 0.06929
H -0.21483 -2.05575 -0.40759
H -0.79292 -0.83159 -1.58086
H -1.33636 -0.76425 0.12486
H 0.32547 0.86346 -0.46361
H 1.45410 -0.32100 -1.18425
O -4.51102 0.98719 -0.16162
H -4.29236 1.49932 0.64965
H -3.83926 1.27060 -0.82244
```

Its charge is 0. The SMILES is CCOC.O. As for the spin multiplicity: 1. As for the frontier orbital gap: 10.69 eV. As for the HOMO energy: -10.0 eV.

=====

Which one is most stable, and which one is least stable? entry x is the most stable of them, while entry w is the least stable.

=====

Entry w
Below is a 2-piece molecular cluster, C3H10O2 overall, with properties calculated with wB97M-V/def2-TZVPD.

Geometry as XYZ:
```
15
Properties=species:S:1:pos:R:3
C -2.14753 0.77347 0.49514
C -0.63172 0.71642 0.51612
C 0.04288 1.94064 -0.07586
O -0.21939 0.45544 1.86649
H -2.52837 0.04333 1.20913
H -2.49675 1.76618 0.76863
H -2.53203 0.47563 -0.48283
H -0.34300 -0.19661 -0.01171
H 0.28645 1.80282 -1.12549
H -0.44456 2.86651 0.19054
H 1.04903 1.99958 0.36471
H 0.72821 0.61408 1.91222
H 3.84198 -4.48823 -1.92281
H 2.42245 -4.62219 -1.53204
O 2.97235 -4.14707 -2.17224
```

Its charge is 0. The SMILES is CC(C)O.O. As for the spin multiplicity: 1. As for the frontier orbital gap: 10.95 eV. As for the HOMO energy: -10.1 eV.

=====

Entry x
Below is a 2-piece molecular cluster, C3H10O2 overall, with properties calculated with wB97M-V/def2-TZVPD.

Geometry as XYZ:
```
15
Properties=species:S:1:pos:R:3
C -0.31090 0.82412 0.19561
O -0.96283 0.92370 -1.07256
C 1.05175 0.13190 -0.37551
C 2.00955 -0.16568 0.73816
H -0.16261 1.83620 0.50312
H -0.83414 0.10375 0.84757
H -1.94416 1.00869 -1.06427
H 0.84835 -0.76427 -0.94096
H 1.55595 0.78746 -1.12308
H 1.48333 -0.63688 1.57764
H 2.82226 -0.81992 0.59627
H 2.51658 0.76287 1.13261
H -2.61424 -0.57417 -0.46695
H -2.43249 -2.00114 -0.06149
O -3.02638 -1.41664 -0.48617
```

Its charge is 0. The SMILES is CCCO.O. As for the spin multiplicity: 1. As for the frontier orbital gap: 11.42 eV. As for the HOMO energy: -10.7 eV.

=====

Which one is most stable, and which one is least stable? entry w is the most stable of them, while entry x is the least stable.

=====

Entry w
Below is one molecule with the formula C9H12N2O2, with properties calculated with wB97M-V/def2-TZVPD.

Geometry as XYZ:
```
25
Properties=species:S:1:pos:R:3
C -1.20530 0.72117 -1.26889
C 1.32386 -2.96952 0.50126
C 2.26702 0.10619 -0.61366
C 0.22580 -2.45214 -0.03995
C 1.13676 -0.10138 0.04947
C 3.31545 1.05884 -0.15424
C -1.89500 1.53892 -0.17502
C 0.06033 -1.03933 -0.34808
C -3.09444 0.88055 0.44502
N -1.02123 -0.65860 -0.90391
N 2.84861 2.14904 0.50283
O 4.49882 0.85568 -0.32264
O -1.49320 2.62831 0.14972
H -1.88554 0.72743 -2.12841
H 1.40365 -4.02185 0.70987
H 2.17788 -2.35959 0.74706
H 2.51629 -0.47181 -1.49120
H -0.62237 -3.07111 -0.29804
H 0.91069 0.46688 0.94502
H -0.26777 1.22023 -1.54820
H -3.86273 1.62371 0.65448
H -2.77698 0.45440 1.39519
H -3.47774 0.08697 -0.18589
H 1.87133 2.38154 0.53414
H 3.51332 2.82585 0.84034
```

Its charge is 0. The SMILES is C=CC(/C=C/C(N)=O)=N/CC(C)=O. As for the spin multiplicity: 1. As for the frontier orbital gap: 9.73 eV. As for the HOMO energy: -9.5 eV.

=====

Entry x
Below is one molecule with the formula C9H12N2O2, with properties calculated with wB97M-V/def2-TZVPD.

Geometry as XYZ:
```
25
Properties=species:S:1:pos:R:3
C -0.82634 1.04275 -1.31328
C 0.31042 -3.49399 0.37745
C 2.21105 -0.29056 -0.79709
C -0.49668 -2.57772 -0.14900
C 1.10793 -0.62343 -0.13151
C 3.36417 0.36854 -0.06861
C -1.02393 1.88676 -0.09041
C -0.29085 -1.16380 -0.41479
C -2.35367 1.67427 0.70352
N -1.13512 -0.39726 -0.99770
N 2.99132 1.45381 0.63639
O 4.53224 0.06043 -0.23539
O -0.14239 2.45249 0.42516
H -1.62345 1.12744 -2.10703
H 0.03328 -4.54938 0.46865
H 1.34635 -3.31644 0.86525
H 2.43233 -0.89024 -1.68506
H -1.58072 -2.81350 -0.35017
H 1.06359 -0.11634 0.82531
H 0.11850 1.26246 -1.57258
H -3.00416 1.05635 0.21891
H -2.81350 2.69842 0.71348
H -2.13944 1.30699 1.69304
H 2.14816 1.85691 0.58865
H 3.79571 2.03279 0.99871
```

Its charge is 0. The SMILES is C=CC(/C=C/C(N)=O)=N/CC(C)=O. As for the spin multiplicity: 1. As for the frontier orbital gap: 9.76 eV. As for the HOMO energy: -9.7 eV.

=====

Which one is most stable, and which one is least stable? entry w is the most stable of them, while entry x is the least stable.